Entry from OMol25: a molecular structure, C27H44BrCaNOP2S in a non-equilibrium geometry (ωB97M-V/def2-TZVPD).

Structure (XYZ):
```
78
Properties=species:S:1:pos:R:3:forces:R:3:lowdin_charge:R:1
C -6.053342 -0.853604 -6.965560 0.167 0.116 -0.097 -0.01
C -4.645126 -0.780292 -7.024466 0.028 0.090 -0.142 -0.22
C -4.043586 -0.666501 -8.296307 -0.212 -0.001 0.080 0.00
C -4.864563 -0.648217 -9.434717 -0.029 -0.028 0.841 -0.11
N -6.197510 -0.726782 -9.361373 0.115 -0.042 0.024 0.08
C -6.782337 -0.826071 -8.164143 0.802 0.018 0.272 -0.11
C -3.819684 -0.759620 -5.816986 0.879 0.166 1.101 0.11
C -3.089622 -0.696209 -4.823690 -1.618 -0.349 -1.232 0.07
C -2.357356 -0.355954 -3.644426 0.082 -0.610 -0.375 -0.22
C -2.903683 0.522802 -2.697077 -0.406 0.159 -0.542 -0.03
C -2.102222 1.227488 -1.818215 0.724 0.561 0.140 -0.14
C -0.678164 1.085204 -1.844572 -0.368 0.057 -0.344 -0.44
C -0.178421 0.151465 -2.776475 0.594 0.133 0.540 -0.24
C -1.004999 -0.731455 -3.470640 0.407 0.664 -1.127 -0.06
Ca -1.180555 -1.132666 -0.745188 0.727 -0.527 0.697 1.24
P 0.546155 2.243017 -0.992084 -1.128 1.622 -0.701 1.05
H -2.963314 -0.559909 -8.401938 -0.316 -0.134 0.074 0.12
H -6.584031 -0.895777 -6.014176 0.228 -0.085 -0.237 0.12
H -4.414842 -0.562178 -10.425437 -0.224 -0.018 0.243 0.12
H -7.870546 -0.881726 -8.144130 0.257 0.022 -0.053 0.12
H -0.545821 -1.498612 -4.102401 -0.206 0.409 0.029 0.14
H -3.953485 0.788840 -2.824002 0.234 -0.036 0.268 0.14
H 0.904741 0.112052 -2.923535 -0.422 -0.458 0.200 0.07
H -2.625139 2.009443 -1.270185 0.399 -0.441 0.338 0.11
C 1.790300 2.495250 0.364593 0.423 -1.522 0.872 -0.34
C 2.749456 3.661994 0.144959 0.253 0.448 -0.547 -0.12
H 2.397554 1.584828 0.499543 -0.434 0.371 -0.073 0.02
H 1.214164 2.629769 1.291777 -0.015 -0.137 -0.317 0.10
H 3.340707 3.783912 1.060923 -0.207 -0.105 -0.118 0.10
H 3.459901 3.423447 -0.656024 -0.094 0.113 0.239 0.08
H 2.284350 4.634359 -0.076957 0.201 -0.501 0.079 0.07
C 1.313826 2.864957 -2.515871 0.187 0.059 0.142 -0.31
C 0.320631 3.708651 -3.291426 -0.153 0.530 -0.521 -0.10
H 1.676553 2.029814 -3.123573 -0.060 0.077 0.287 0.06
H 2.194664 3.441938 -2.230313 -0.108 -0.033 -0.178 0.08
H 0.683695 3.875688 -4.310745 -0.081 -0.054 0.170 0.10
H -0.668313 3.245782 -3.363235 0.128 0.006 -0.082 0.07
H 0.196987 4.695038 -2.834521 -0.038 -0.188 -0.116 0.08
C -0.712538 3.443185 -0.380802 -0.033 -0.692 -0.512 -0.34
C -0.214198 4.816254 -0.025085 -0.222 0.566 0.281 -0.12
H -1.149397 2.933249 0.496211 0.050 0.145 -0.215 0.10
H -1.503275 3.540229 -1.133293 0.295 0.006 0.164 0.08
H -1.105725 5.419563 0.146588 0.163 0.234 0.113 0.09
H 0.380355 4.823754 0.887187 -0.020 0.097 -0.086 0.08
H 0.345075 5.283218 -0.838977 -0.048 -0.031 0.198 0.07
Br 1.510825 -0.746250 -0.308389 -0.534 -0.402 0.221 0.18
P 4.240368 -1.039809 -3.952476 0.693 -0.400 -0.651 0.97
C 3.962469 0.704293 -3.472816 -0.031 0.449 0.204 -0.47
C 5.265425 1.509483 -3.410359 0.084 0.274 0.095 -0.16
H 3.470083 0.707234 -2.490332 -0.112 0.160 -0.094 0.04
H 3.284672 1.164422 -4.206122 0.119 -0.132 0.028 0.07
H 5.062435 2.588603 -3.438341 0.069 -0.171 0.037 0.06
H 5.821580 1.308569 -2.486509 -0.073 -0.062 -0.211 0.07
H 5.924536 1.272921 -4.254589 -0.191 0.042 0.178 0.07
C 3.912810 -1.937867 -2.395496 -0.063 -0.411 0.525 -0.50
C 4.748210 -3.226964 -2.223373 -0.070 0.036 0.080 -0.16
H 2.841481 -2.191075 -2.367305 0.287 0.107 0.211 0.01
H 4.107761 -1.249089 -1.555973 -0.027 -0.278 -0.279 0.04
H 4.694925 -3.570330 -1.175553 0.037 0.081 -0.434 0.07
H 4.363866 -4.041102 -2.859246 0.197 0.302 0.153 0.07
H 5.806439 -3.060489 -2.481315 -0.397 -0.053 0.105 0.07
C 2.706192 -1.395226 -4.917344 0.144 -0.134 0.132 -0.45
C 2.960248 -1.325254 -6.418310 -0.301 -0.083 -0.234 -0.17
H 1.919457 -0.689267 -4.627253 -0.136 -0.097 -0.011 0.04
H 2.390720 -2.404167 -4.622297 -0.013 0.103 -0.119 0.08
H 2.132606 -1.790273 -6.958046 0.037 0.046 -0.101 0.07
H 3.038947 -0.295841 -6.775382 0.095 -0.024 0.077 0.07
H 3.878196 -1.848270 -6.695187 -0.091 0.044 0.080 0.07
C -2.579384 0.684025 3.499102 -0.044 0.096 0.292 -0.22
S -2.647661 -0.379953 2.073918 0.314 0.542 -0.494 0.91
C -4.115549 0.297778 1.322793 -0.254 -0.171 0.333 -0.24
O -1.547027 0.099817 1.095590 -0.499 -0.399 0.359 -0.75
H -3.335282 0.324142 4.211217 0.169 0.074 -0.193 0.08
H -2.798035 1.714472 3.202613 0.139 -0.170 0.055 0.07
H -1.591451 0.597579 3.958934 -0.129 -0.041 -0.138 0.08
H -4.940333 -0.059967 1.939915 -0.263 0.151 -0.210 0.08
H -4.063220 1.388750 1.319619 0.004 -0.142 -0.017 0.07
H -4.198371 -0.091125 0.302662 -0.062 -0.009 0.243 0.05
```
Forces are in eV/Å.

Frontier orbital gap in eV: 5.28
Charge: +2
Relative energy (zero: lowest compared OMol25 entry of this formula, charge and spin) in kcal per mole: 16.9
HOMO level in eV: -12.04
Maximum force in eV Å⁻¹: 2.10
Calculated total energy in a.u.: -5517.1639
2S+1: 1



Entry from OMol25: a molecular structure, C27H44F6OP2Ti in a non-equilibrium geometry (ωB97M-V/def2-TZVPD).

Structure (XYZ):
```
81
Properties=species:S:1:pos:R:3:forces:R:3:lowdin_spin:R:1
Ti -0.504888 -0.450112 1.871591 3.948 1.966 3.834 0.64
C -2.100288 -1.155712 3.360191 0.251 -0.696 -0.451 -0.01
C -1.701088 -2.215812 2.465491 0.067 -0.513 0.865 0.00
C 0.158312 -1.585012 3.691191 -1.071 -0.012 0.934 -0.01
C -0.956588 -0.723012 4.076791 0.721 -1.408 0.203 0.00
C -0.300188 -2.505512 2.714491 -1.150 0.014 0.569 0.00
C -3.500988 -0.669312 3.558491 -0.104 0.030 0.005 0.00
H -4.100088 -0.773612 2.649991 0.033 -0.008 0.130 0.00
H -3.523888 0.378788 3.868791 -0.042 -0.117 -0.013 0.00
H -3.987888 -1.259812 4.345591 0.095 0.119 -0.147 0.00
C -0.890888 0.334388 5.132291 0.106 0.145 -0.028 0.00
H -1.772088 0.980588 5.102191 0.106 -0.067 0.050 0.00
H -0.002988 0.956988 4.984391 -0.300 -0.219 0.098 0.00
H -0.835788 -0.118712 6.131191 -0.041 0.037 -0.217 0.00
C 1.505912 -1.581412 4.336491 -0.023 0.115 -0.002 0.00
H 1.454912 -2.132512 5.285691 -0.001 0.086 -0.190 0.00
H 1.840212 -0.561612 4.535891 -0.167 -0.376 0.057 0.00
H 2.253412 -2.063612 3.702091 -0.065 0.063 0.137 0.00
C 0.472712 -3.660712 2.157691 0.075 0.035 -0.185 0.00
H 0.357312 -4.541812 2.802791 0.003 0.214 -0.090 0.00
H 1.539212 -3.431112 2.092491 -0.092 -0.087 -0.002 0.00
H 0.123312 -3.941312 1.160291 0.053 -0.040 0.151 0.00
C -2.628188 -3.083912 1.670291 -0.031 -0.042 -0.017 0.01
H -2.912988 -3.967612 2.256991 0.050 0.163 -0.127 0.00
H -2.160888 -3.438212 0.747591 -0.083 -0.002 0.077 0.00
H -3.545588 -2.554712 1.403291 0.087 -0.105 0.033 0.00
C -1.045988 1.463388 0.878991 -3.207 1.175 -1.463 0.02
C -2.171588 0.627288 0.905091 0.109 2.751 -1.522 0.02
C -2.708188 -0.114412 -0.302209 0.101 -0.400 0.109 0.02
C -1.588788 -0.840212 -1.065909 -0.002 0.177 0.152 0.02
C -0.475788 -1.299912 -0.127909 1.762 0.034 -1.877 0.09
C 0.721712 -0.574212 0.078191 -1.060 -1.333 -2.381 0.11
C 0.977212 0.779988 -0.544509 -0.016 0.332 0.454 0.02
C -0.210488 1.757188 -0.356909 0.218 -0.257 -0.037 0.01
H -3.249788 0.582488 -0.961209 0.163 -0.044 0.199 0.00
H -1.167788 -0.190312 -1.839609 -0.019 -0.200 0.076 0.00
H -3.447088 -0.846412 0.040591 0.081 0.149 -0.040 0.00
H -0.857888 1.747588 -1.241309 -0.007 -0.092 0.216 0.00
H -0.966188 2.195888 1.674691 0.143 -0.335 0.235 0.00
H -2.911288 0.841088 1.672191 0.309 -0.158 0.303 0.00
H 0.181812 2.774388 -0.270809 -0.146 -0.219 0.064 0.00
H 1.861312 1.204888 -0.065609 -0.288 -0.159 -0.294 0.00
H 1.617112 -1.137012 0.335491 -0.095 -0.052 0.466 0.01
H 1.206012 0.666988 -1.615909 -0.121 -0.148 0.215 0.01
H -2.001288 -1.710412 -1.588309 0.118 0.123 0.133 0.00
H -0.410788 -2.377612 -0.009109 0.025 0.135 0.283 0.01
P -0.758088 0.936888 -4.675709 -0.009 0.460 -0.438 0.00
C -0.807788 2.792388 -4.660309 -0.110 -0.133 -0.019 0.00
C -2.138888 0.608888 -5.867409 0.042 0.036 0.176 0.00
P 1.591612 -0.893612 -5.476809 0.251 0.069 -0.342 0.00
C 0.685212 0.696088 -5.829809 -0.117 -0.173 0.088 0.00
C 1.043012 -1.872012 -6.955909 0.074 0.022 0.159 0.00
C 3.281212 -0.397312 -6.054209 -0.148 -0.072 -0.070 0.00
H 0.057012 3.177488 -4.110709 -0.088 -0.048 -0.072 0.00
H -1.712488 3.125688 -4.141009 0.097 0.001 -0.083 0.00
H -0.803588 3.212688 -5.673409 0.001 -0.069 0.175 0.00
H -2.054188 1.223588 -6.772009 0.019 -0.092 0.178 0.00
H -3.097088 0.818588 -5.381609 0.089 -0.062 -0.099 0.00
H -2.120888 -0.446812 -6.153609 -0.050 0.104 0.033 0.00
H 3.263712 0.006588 -7.074009 0.008 -0.066 0.161 0.00
H 3.946012 -1.266512 -6.025909 -0.070 0.137 -0.006 0.00
H 3.680512 0.364388 -5.378209 -0.011 -0.110 -0.061 0.00
H 1.365912 1.551188 -5.716609 -0.087 -0.244 0.043 0.00
H 0.335212 0.671488 -6.871109 0.083 0.222 0.173 0.00
H 1.610712 -2.807412 -7.001709 -0.104 0.126 0.005 0.00
H 1.190012 -1.320112 -7.892209 -0.007 -0.067 0.160 0.00
H -0.016888 -2.126312 -6.854209 0.128 0.012 -0.022 0.00
C 2.098512 2.224788 4.439791 0.366 0.509 0.609 0.00
C 2.024012 1.818888 2.933791 -1.567 -0.650 1.193 0.00
O 0.848912 0.955688 2.760991 1.661 0.376 -1.328 0.02
C 1.894712 3.204988 2.197991 0.728 1.035 -0.090 0.00
F 2.847612 4.102988 2.655491 -1.611 -1.125 -0.563 0.00
F 2.105812 3.141588 0.849691 -0.521 0.134 1.262 0.00
F 0.654712 3.767688 2.441091 1.611 -0.851 -0.568 0.00
C 3.397012 1.130088 2.590591 1.017 0.038 -0.256 0.00
F 4.436812 2.026288 2.774091 -1.451 -1.378 -0.339 0.00
F 3.663712 0.050088 3.399591 -0.394 1.447 -1.094 0.00
F 3.469612 0.684588 1.295391 -0.065 0.355 1.404 0.00
H 2.228412 1.378288 5.131691 -0.226 0.076 -0.587 0.00
H 1.190512 2.788388 4.743691 0.509 -0.432 -0.394 0.00
H 2.967112 2.883588 4.652391 -0.541 -0.360 -0.355 0.00
```
Forces are in eV/Å.

Frontier orbital gap (alpha / beta) in eV: 5.76 / 5.89
Charge: +1
Relative energy (zero: lowest compared OMol25 entry of this formula, charge and spin) in kcal per mole: 0.0
HOMO level (alpha / beta) in eV: -10.51 / -10.51
Maximum force in eV Å⁻¹: 5.84
Calculated total energy in a.u.: -3261.5714
2S+1: 2
<S²>: 0.756



Entry from OMol25: a molecular structure, C27H44GaN3P3S in a non-equilibrium geometry (ωB97M-V/def2-TZVPD).

Structure (XYZ):
```
79
Properties=species:S:1:pos:R:3:forces:R:3:lowdin_charge:R:1
Ga 0.181006 -0.399804 -0.797144 -2.063 -0.645 1.408 0.40
P -1.185452 -2.376392 -1.304072 -0.680 -0.859 -0.497 0.76
P 1.311486 -1.467812 1.079710 1.861 0.030 1.072 0.77
P -0.855999 1.268702 -2.174466 0.254 0.935 -0.275 0.75
H 5.005802 0.832445 0.499763 -0.489 0.660 -0.184 0.07
C 4.660775 1.770236 0.021355 0.086 0.768 0.096 -0.08
C 3.876879 2.695040 0.610008 -0.107 -0.962 -0.425 -0.06
H 3.378208 2.458529 1.550754 0.357 0.328 0.058 0.04
C -0.346138 -3.523586 -2.458259 -0.090 0.194 0.041 -0.21
C -1.692217 -3.442066 0.096608 0.069 0.155 0.244 -0.21
C -2.796832 -1.929538 -2.054207 0.057 0.039 0.067 -0.22
C 2.412240 -0.290076 1.924886 0.017 0.244 -0.055 -0.22
C 0.500829 -2.176862 2.574225 -0.972 0.022 -0.170 -0.19
C 2.442456 -2.841667 0.653408 -0.147 0.153 -0.568 -0.21
C -0.113205 2.882637 -1.752666 0.248 0.381 0.142 -0.24
C -2.613296 1.513901 -1.766492 -0.142 -0.405 0.371 -0.21
C -0.797651 0.863149 -3.968657 0.367 -0.661 -0.048 -0.22
H 5.099042 1.974001 -0.963235 0.001 -0.191 0.618 0.04
H 3.605739 3.668930 0.168585 0.355 -0.627 0.089 0.07
H -1.001572 -4.374163 -2.701159 0.161 0.297 0.118 0.08
H 0.574458 -3.900550 -1.995195 -0.182 0.068 -0.141 0.05
H -0.089809 -2.990424 -3.381519 -0.009 -0.159 0.146 0.06
H -2.373781 -4.222883 -0.265805 0.277 0.123 -0.101 0.09
H -2.238754 -2.875385 0.856559 0.152 -0.143 -0.254 0.02
H -0.829072 -3.908306 0.581788 -0.141 -0.038 -0.198 0.05
H -3.416438 -2.825782 -2.199384 0.305 0.141 -0.056 0.08
H -2.653068 -1.422744 -3.016760 -0.077 -0.176 0.196 0.05
H -3.344737 -1.263634 -1.374521 0.151 -0.294 -0.132 0.04
H 3.110636 -0.896414 2.521938 -0.180 0.264 -0.101 0.09
H 1.813866 0.340025 2.596132 0.146 -0.149 -0.144 0.06
H 2.972812 0.362945 1.246860 -0.110 -0.303 0.076 0.00
H 1.199274 -2.906936 3.018066 -0.138 0.383 -0.306 0.09
H -0.438891 -2.693396 2.358648 0.235 0.063 0.104 0.03
H 0.292279 -1.383637 3.302009 0.071 -0.115 -0.250 0.07
H 2.922257 -3.145551 1.596028 -0.145 0.033 -0.364 0.08
H 3.210644 -2.504404 -0.052356 -0.127 -0.121 0.097 0.07
H 1.895393 -3.689047 0.215704 0.227 0.168 0.183 0.05
H 0.211189 3.436654 -2.643391 -0.238 -0.191 0.124 0.08
H 0.771851 2.804397 -1.109275 -0.207 -0.228 -0.236 0.03
H -0.866875 3.460700 -1.202234 0.090 -0.069 -0.299 0.07
H -3.118520 2.133122 -2.526404 0.404 -0.125 0.181 0.10
H -2.702975 1.979712 -0.779252 0.082 0.028 -0.221 0.06
H -3.123898 0.553420 -1.708973 -0.028 0.259 -0.168 0.01
H -0.570755 1.759425 -4.559760 -0.100 -0.100 0.256 0.08
H -1.745813 0.427832 -4.315815 0.080 0.357 0.302 0.06
H -0.021791 0.107884 -4.189612 -0.201 0.488 0.199 0.03
C 3.677641 1.526373 -3.537767 0.954 0.525 -1.112 -0.51
C 3.892941 1.019923 -4.854694 -0.119 0.064 0.581 -0.10
C 4.806899 1.647558 -5.725553 -0.328 0.218 1.049 -0.04
C 5.530929 2.769836 -5.285818 -0.707 -0.051 -0.051 -0.03
C 5.271531 3.327861 -4.022710 -0.424 -0.721 -0.128 -0.04
C 4.330462 2.723002 -3.160713 -0.056 -0.073 0.051 -0.11
S 2.302761 0.744626 -2.627846 -0.536 -0.181 0.066 0.74
H 2.524881 0.354968 -1.309653 1.085 0.642 -0.809 -0.16
H 3.299657 0.162973 -5.198369 0.440 0.287 0.139 0.10
H 4.925200 1.275308 -6.738537 0.029 -0.013 0.204 0.12
H 6.203167 3.271375 -5.987386 -0.100 -0.225 0.393 0.13
H 5.783090 4.247969 -3.733465 -0.240 -0.336 0.055 0.12
H 4.103384 3.196762 -2.197974 0.094 -0.207 -0.528 0.09
N -6.556463 -1.621127 8.023617 1.533 1.004 -2.476 0.20
C -5.944565 -1.252009 7.091958 -1.381 -1.118 2.297 -0.14
C -5.129861 -0.827998 5.982203 0.335 0.114 -0.061 -0.20
C -4.980094 -1.628419 4.844378 0.219 0.278 -0.625 0.02
C -4.157406 -1.206098 3.783847 -0.430 0.312 1.128 0.01
C -3.504989 0.029905 3.899927 -1.045 -0.704 1.138 -0.20
C -3.690321 0.859745 4.998539 -0.274 -0.472 0.416 0.02
C -4.455575 0.393307 6.069087 0.003 0.349 -0.534 0.02
N -2.564574 0.415305 2.949267 1.960 0.899 -1.505 0.01
C -1.763254 1.574194 2.968333 -0.680 -1.015 -0.481 0.03
C -0.960464 1.472154 1.877189 0.198 0.184 -0.078 -0.13
N -1.219477 0.294231 1.191546 0.611 -0.205 -0.584 -0.03
C -2.159239 -0.324517 1.891454 -0.817 0.290 0.092 -0.15
H -5.514538 -2.572198 4.781035 0.110 0.157 -0.008 0.13
H -4.057838 -1.827760 2.902282 -0.064 -0.027 0.201 0.10
H -3.234701 1.848629 5.025307 -0.149 -0.390 0.280 0.11
H -4.540169 1.000078 6.959197 -0.143 0.004 0.012 0.14
H -1.869903 2.349912 3.707461 0.115 -0.102 -0.107 0.13
H -0.203420 2.180126 1.559409 -0.154 -0.152 -0.016 0.12
H -2.657269 -1.268619 1.662028 0.480 0.646 0.006 0.10
```
Forces are in eV/Å.

Frontier orbital gap in eV: 5.30
Charge: +3
Relative energy (zero: lowest compared OMol25 entry of this formula, charge and spin) in kcal per mole: 20.2
HOMO level in eV: -15.79
Maximum force in eV Å⁻¹: 3.08
Calculated total energy in a.u.: -4565.5378
2S+1: 1